1.
ORCA calculation (wB97M-V/def2-TZVPD) on C29H41N4O2RhSSb as an isolated structure.

Geometry as XYZ:
```
79
Properties=species:S:1:pos:R:3:forces:R:3:mulliken_spin:R:1
Rh 0.773364 1.206004 -0.755021 1.60 -0.30 0.97 0.817
O 0.284646 3.501053 2.631280 -0.15 0.08 -0.12 -0.002
C 0.614695 2.714523 1.739963 0.96 -0.14 0.68 -0.008
N 0.043963 2.522575 0.566857 -1.13 0.18 -0.37 0.007
C -0.978010 3.488830 0.224341 0.07 0.04 -0.09 -0.004
C -1.042859 3.663215 -1.264013 -0.18 0.04 0.02 -0.001
C -2.045582 4.427700 -1.860051 0.08 -0.04 0.23 0.004
C -2.026527 4.609121 -3.224185 -0.15 0.14 -0.15 -0.003
C -1.016613 4.019552 -3.969469 0.12 -0.14 -0.02 0.002
C -0.088578 3.242739 -3.304259 0.05 0.12 -0.12 -0.007
N -0.091030 3.072556 -1.981249 0.13 0.00 -0.17 0.008
C 1.873682 1.882255 1.913997 -0.80 0.62 0.27 0.004
C 2.629541 1.952220 3.062731 0.35 -0.18 0.19 -0.001
C 3.791192 1.191365 3.122108 -0.19 0.33 0.39 -0.005
C 4.138181 0.407048 2.041437 -0.02 -0.23 -0.47 0.004
C 3.316075 0.400842 0.921045 0.07 -0.07 0.15 -0.004
N 2.202890 1.132158 0.878641 0.04 -0.15 -0.91 0.019
H -0.718095 4.455005 0.667284 -0.01 0.02 0.11 -0.001
H -1.965582 3.244089 0.631520 -0.02 -0.12 -0.07 0.002
H -2.816193 4.871999 -1.241529 0.02 -0.02 -0.03 0.000
H -2.794467 5.201380 -3.708185 0.04 -0.01 0.02 0.000
H -0.960833 4.132959 -5.043513 -0.01 0.00 0.03 0.000
H 0.690056 2.721806 -3.845263 0.03 -0.01 -0.02 0.001
H 2.291272 2.595477 3.864251 0.02 -0.03 -0.03 0.000
H 4.416323 1.213551 4.007426 -0.03 0.00 -0.04 0.000
H 5.036620 -0.196769 2.045738 -0.04 0.02 0.00 0.001
H 3.525874 -0.185256 0.036474 0.04 0.03 0.02 0.001
O 2.542195 0.452898 -1.851647 -0.44 -0.02 -0.02 -0.021
N 2.478696 0.093856 -3.127593 -0.18 0.02 0.29 0.010
C 3.649132 -0.043068 -3.774752 0.34 -0.06 -0.26 0.004
C 3.704238 -0.422260 -5.089327 0.15 0.08 0.25 -0.001
C 2.501161 -0.663004 -5.751883 0.13 -0.08 -0.33 0.003
C 1.323030 -0.521667 -5.079347 -0.44 0.07 0.40 -0.009
C 1.276907 -0.137595 -3.715378 0.04 -0.08 -0.36 0.014
S -0.164263 0.018127 -2.815354 -0.38 -0.01 -0.38 0.075
H 4.512282 0.179022 -3.164765 -0.02 -0.01 -0.02 0.000
H 4.664957 -0.517891 -5.574778 -0.05 0.00 0.01 0.000
H 2.500862 -0.955775 -6.795770 -0.02 0.01 0.08 0.000
H 0.372539 -0.702403 -5.562536 0.02 0.01 0.02 -0.001
C -1.611948 -2.048712 3.722915 0.09 0.05 0.15 0.005
C -0.605821 -1.062753 3.126887 0.02 0.00 0.10 0.041
C 0.817509 -1.480631 3.507603 0.04 0.07 0.13 0.006
C -0.873589 0.310040 3.750039 0.00 -0.03 0.16 0.013
Sb -0.642009 -0.881967 0.927693 0.04 -0.02 -0.17 -0.006
C -0.009325 -2.880255 0.270220 0.03 -0.11 -0.08 0.008
C -0.563590 -3.163144 -1.128564 0.04 -0.17 -0.07 -0.006
C -0.379152 -4.063279 1.164506 0.08 -0.05 -0.02 0.005
C 1.514797 -2.753786 0.153759 0.07 -0.16 -0.14 0.001
C -2.779026 -0.803587 0.475647 -0.14 -0.03 -0.03 0.015
C -3.395419 0.311344 1.326366 -0.11 0.04 -0.06 0.008
C -3.537333 -2.113503 0.699033 -0.15 0.08 0.00 0.007
C -2.901887 -0.403412 -0.995806 -0.13 -0.04 -0.08 -0.005
H -1.463685 -2.079432 4.813944 -0.01 0.00 -0.12 0.000
H -1.505244 -3.065693 3.352829 0.03 -0.01 -0.06 0.000
H -2.640243 -1.731043 3.556749 -0.03 0.04 -0.03 0.001
H 0.908096 -1.487925 4.604274 0.00 0.01 -0.11 0.001
H 1.568240 -0.780388 3.124134 -0.08 -0.03 0.01 -0.004
H 1.078466 -2.477516 3.155621 -0.03 -0.04 -0.02 0.000
H -0.770661 0.217639 4.842021 -0.02 0.03 -0.11 0.000
H -1.878991 0.677898 3.550998 -0.01 -0.02 -0.01 -0.001
H -0.177014 1.081450 3.430639 0.04 -0.03 -0.04 -0.005
H -1.634930 -3.375963 -1.120062 0.08 0.02 0.02 0.000
H -0.062381 -4.062736 -1.520229 -0.07 0.10 0.04 0.000
H -0.382064 -2.352037 -1.833425 0.03 0.00 0.06 0.003
H -1.456474 -4.150040 1.313665 -0.01 0.03 -0.01 -0.001
H 0.101438 -4.031124 2.142198 -0.02 0.05 0.01 0.000
H -0.046836 -4.992137 0.677359 -0.01 0.10 0.03 0.000
H 1.789129 -1.969416 -0.560591 -0.03 -0.02 0.04 0.005
H 1.933107 -3.702352 -0.214053 -0.03 0.08 0.04 0.000
H 2.001448 -2.526528 1.105349 -0.04 0.00 0.02 0.000
H -3.547873 0.009003 2.362392 0.03 -0.03 0.02 0.000
H -4.380601 0.575385 0.916953 0.06 -0.05 0.04 0.000
H -2.791719 1.225823 1.328926 -0.01 -0.09 -0.04 -0.002
H -3.501538 -2.453779 1.733242 0.03 0.02 0.02 0.000
H -3.165961 -2.920520 0.067629 0.00 0.05 0.02 -0.001
H -4.597865 -1.968886 0.442503 0.10 0.02 0.02 0.001
H -2.378520 0.530582 -1.219186 -0.03 0.00 0.07 0.002
H -3.965193 -0.256964 -1.236888 0.10 -0.02 0.01 0.000
H -2.511044 -1.167902 -1.672508 -0.02 0.06 0.07 0.001
```
Positions in Å, forces in eV/Å.

* largest force on an atom: 1.897 eV/A
* HOMO energy (alpha / beta): -6.563 / -7.121 eV
* ⟨S²⟩: 0.76
* LUMO energy (alpha / beta): 0.51 / 0.39 eV
* multiplicity: 2
* electronic energy: -61173.544 eV
* energy relative to the best compared isomer or geometry (same formula, charge and spin): 0.00 kJ/mol

---

2.
ORCA calculation (wB97M-V/def2-TZVPD) on a 4-piece molecular cluster, C29H41NO4S overall.

Geometry as XYZ:
```
76
Properties=species:S:1:pos:R:3:forces:R:3:mulliken_charge:R:1
C 1.975890 -0.522577 -1.606707 0.03 0.06 0.02 -1.628
C 2.926281 -1.140012 -0.564282 0.01 0.00 -0.03 1.002
C 4.293795 -1.447404 -1.177852 0.06 0.03 0.05 -1.753
C 2.322035 -2.348486 0.174017 -0.09 -0.03 0.01 -0.727
C 2.240885 -3.662213 -0.622342 0.02 0.06 -0.12 1.190
C 0.849468 -3.898568 -1.212770 -0.01 0.00 -0.09 -1.867
C 2.613000 -4.908633 0.184061 0.02 -0.22 0.01 -1.143
O 3.685637 -4.663947 1.097987 -0.06 0.32 -0.01 -0.254
C 3.580512 -5.261390 2.340772 -0.10 -0.29 -0.04 -0.533
C 4.448789 -4.454607 3.320276 0.15 -0.01 -0.03 0.535
N 3.745714 -3.234595 3.720628 -0.02 -0.06 0.18 -0.717
C 4.941940 -5.227739 4.561298 0.01 0.04 0.05 -0.833
C 4.421841 -6.647223 4.638429 -0.08 0.01 -0.05 -0.579
O 4.872357 -7.337859 3.452243 0.05 -0.04 0.00 -0.427
S 3.962931 -7.061657 2.178548 0.13 0.08 0.14 1.395
O 2.717897 -7.750058 2.355920 0.00 -0.02 -0.11 -0.671
O 4.792761 -7.309397 1.047529 -0.09 -0.03 -0.03 -0.647
H 1.974128 0.567311 -1.537815 0.04 -0.03 -0.06 0.380
H 0.945411 -0.853941 -1.465076 0.01 0.04 0.03 0.351
H 2.272084 -0.779187 -2.626624 -0.05 -0.08 0.03 0.331
H 3.108633 -0.386570 0.209562 -0.12 -0.01 0.01 0.257
H 4.802455 -0.522458 -1.458272 -0.03 -0.01 0.00 0.460
H 4.207877 -2.050406 -2.084106 -0.01 -0.01 0.03 0.401
H 4.936020 -1.985324 -0.475563 -0.02 0.03 -0.01 0.296
H 1.311699 -2.074778 0.500605 0.05 -0.01 0.09 0.474
H 2.918207 -2.507666 1.075375 0.02 -0.01 -0.14 -0.282
H 2.939050 -3.608087 -1.460439 0.07 0.03 0.07 0.139
H 0.093105 -3.916819 -0.423108 0.03 0.00 -0.01 0.405
H 0.797355 -4.850801 -1.747714 0.02 0.03 0.02 0.403
H 0.581606 -3.110157 -1.916983 0.01 -0.02 0.02 0.436
H 2.937523 -5.697242 -0.501543 -0.12 -0.04 0.04 0.374
H 1.746028 -5.291644 0.736806 0.00 0.13 0.04 0.506
H 2.538546 -5.296004 2.684371 0.03 0.07 0.05 0.446
H 5.324579 -4.156776 2.738302 -0.06 -0.04 -0.04 0.260
H 3.277111 -3.365286 4.608233 -0.08 -0.03 -0.04 0.251
H 3.046045 -2.954440 3.043338 0.15 0.05 -0.05 0.312
H 6.030838 -5.282898 4.543544 -0.02 0.02 0.02 0.239
H 4.674585 -4.685339 5.471519 -0.04 -0.01 -0.03 0.447
H 3.330781 -6.710396 4.695757 0.03 0.03 0.04 0.379
H 4.837540 -7.197749 5.478943 0.03 0.03 -0.02 0.388
C 1.257299 5.104744 -0.041168 0.00 0.00 0.01 -0.442
C 0.237534 4.204413 -0.317787 0.00 0.00 -0.01 -0.385
C 0.336289 2.890494 0.119728 0.00 0.00 0.00 -0.423
C 1.452477 2.478135 0.834322 0.02 -0.04 -0.01 -0.317
C 2.473191 3.378080 1.109555 -0.01 0.00 0.00 -0.433
C 2.374774 4.691745 0.671913 0.00 0.00 0.00 -0.392
H 1.180659 6.129555 -0.381426 0.00 0.00 0.00 0.376
H -0.636313 4.525220 -0.870729 0.00 0.00 0.00 0.459
H -0.457735 2.186924 -0.098815 0.00 0.00 0.00 0.361
H 1.529535 1.452381 1.173909 -0.01 0.00 0.00 0.451
H 3.344907 3.054932 1.664272 0.00 0.00 0.00 0.376
H 3.169922 5.394299 0.886474 0.00 0.00 0.00 0.365
C -3.140658 3.993373 1.000987 0.00 0.00 0.01 -0.310
C -3.655883 2.976550 0.208347 0.00 0.00 0.00 -0.416
C -4.897468 3.126585 -0.394530 0.00 0.00 0.00 -0.475
C -5.625188 4.293658 -0.205100 -0.02 0.00 0.00 -0.339
C -5.110722 5.310169 0.588161 0.01 0.00 -0.01 -0.464
C -3.868887 5.160134 1.190581 0.00 0.00 -0.01 -0.472
H -2.169896 3.878525 1.465961 -0.01 0.00 0.01 0.516
H -3.090310 2.064571 0.061386 0.00 0.00 0.00 0.339
H -5.299421 2.332537 -1.011985 0.00 0.00 0.00 0.415
H -6.590797 4.412125 -0.680155 0.00 0.00 0.00 0.444
H -5.678151 6.220352 0.735108 0.00 0.00 0.00 0.385
H -3.466216 5.953554 1.807381 0.00 0.00 0.00 0.387
C -7.655431 6.180865 -4.888487 0.00 0.00 0.00 -0.355
C -8.676911 5.282232 -5.165112 0.00 0.00 0.00 -0.392
C -8.579423 3.966292 -4.734360 0.00 0.00 0.00 -0.379
C -7.459509 3.548940 -4.027854 0.00 0.00 0.01 -0.350
C -6.437552 4.447114 -3.752035 0.01 -0.01 0.00 -0.301
C -6.536005 5.763599 -4.181697 -0.01 0.00 0.01 -0.494
H -7.732501 7.207321 -5.223757 0.00 0.00 0.00 0.359
H -9.549577 5.607790 -5.716782 0.00 0.00 0.00 0.354
H -9.376156 3.265758 -4.949737 0.00 0.00 0.00 0.361
H -7.383854 2.522302 -3.691619 0.00 0.00 -0.01 0.349
H -5.565153 4.123874 -3.198638 0.00 0.00 -0.01 0.472
H -5.739813 6.463876 -3.963183 0.00 0.00 0.00 0.372
```
Positions in Å, forces in eV/Å.

* SMILES: CC(C)C[C@H](C)CO[C@@H]1[C@@H](N)CCOS1(=O)=O.c1ccccc1.c1ccccc1.c1ccccc1
* largest force on an atom: 0.321 eV/A
* HOMO energy: -9.354 eV
* LUMO energy: 0.56 eV
* multiplicity: 1
* electronic energy: -51252.356 eV